{
  "formula": "C6H7N",
  "method": "the ωB97M-V functional and the def2-TZVPD basis",
  "molar_mass_da": 93.1,
  "relative_energy_kcal_mol": 127.8,
  "total_energy_ha": -287.38362,
  "smiles": "[H]/N=c1/cc1C1CC1",
  "total_charge": 0,
  "elements": ["C", "C", "C", "C", "C", "C", "N", "H", "H", "H", "H", "H", "H", "H"],
  "positions_angstrom": [[2.131, 1.253, 0.376], [1.032, 0.466, 0.415], [2.734, 0.078, -0.120], [-1.022, 0.110, -0.776], [-1.169, -0.725, 0.491], [-0.368, 0.568, 0.515], [3.530, -0.764, -0.511], [2.411, 2.176, 0.617], [-0.268, -0.310, -1.494], [-1.880, 0.808, -1.275], [-2.191, -0.826, 0.901], [-0.760, -1.710, 0.277], [-0.871, 1.342, 0.992], [3.193, -1.624, -0.900]],
  "nbo_charge": [-0.365, 0.022, 0.454, -0.377, -0.413, -0.336, -0.687, 0.195, 0.224, 0.226, 0.223, 0.227, 0.227, 0.380]
}

***

{
  "formula": "C16H17NO",
  "method": "the ωB97M-V functional and the def2-TZVPD basis",
  "molar_mass_da": 239.3,
  "relative_energy_kcal_mol": 21.0,
  "total_energy_ha": -749.81730,
  "multiplicity": 2,
  "total_charge": -1,
  "elements": ["C", "C", "C", "C", "C", "C", "C", "C", "C", "N", "H", "H", "H", "H", "H", "H", "H", "H", "H", "C", "C", "C", "C", "C", "C", "C", "O", "H", "H", "H", "H", "H", "H", "H", "H"],
  "positions_angstrom": [[-0.783, 2.239, 1.930], [-0.870, -0.277, 1.472], [-1.472, 1.018, 1.455], [-1.861, -1.164, 0.993], [-2.714, 0.912, 0.904], [0.403, -0.746, 1.751], [0.652, -2.098, 1.559], [-0.322, -3.020, 1.123], [-1.578, -2.534, 0.810], [-3.040, -0.427, 0.774], [1.287, -0.222, 2.103], [1.713, -2.372, 1.588], [-0.010, -4.059, 1.091], [0.235, 2.477, 1.582], [-0.786, 2.321, 3.025], [-3.436, 1.674, 0.688], [-3.791, -0.890, 0.281], [-2.334, -3.140, 0.310], [-1.285, 3.125, 1.553], [-0.282, -0.651, -3.467], [0.469, 1.382, -2.184], [0.695, 0.007, -2.515], [1.253, 1.990, -1.258], [1.690, -0.671, -1.849], [2.265, 1.305, -0.541], [2.477, 0.005, -0.906], [2.918, 1.942, 0.483], [-0.441, 1.720, -2.628], [0.939, 2.939, -0.817], [-1.235, -0.945, -3.002], [0.005, -1.513, -4.045], [1.756, -1.742, -2.027], [3.368, -0.544, -0.577], [3.851, 1.818, 0.299], [-0.514, 0.214, -4.103]],
  "mulliken_spin": [0.371, 1.453, -1.210, 0.062, 1.132, -0.085, 0.251, -0.180, 0.746, -0.529, -0.132, 0.028, -0.224, -0.041, -0.045, -0.146, -0.757, -0.066, 0.052, 0.500, 0.798, -1.447, -0.001, 0.494, 0.258, -0.017, -0.175, 0.113, -0.001, -0.157, -0.164, 0.125, -0.035, 0.020, 0.006]
}

***

{
  "formula": "C6H10N2",
  "method": "the ωB97M-V functional and the def2-TZVPD basis",
  "molar_mass_da": 110.2,
  "relative_energy_kcal_mol": 123.7,
  "total_energy_ha": -343.93951,
  "total_charge": 0,
  "elements": ["C", "C", "C", "C", "N", "H", "H", "H", "H", "H", "H", "H", "C", "C", "N", "H", "H", "H"],
  "positions_angstrom": [[-0.116, -1.331, 0.858], [-0.235, -0.413, -0.365], [-1.216, 0.969, 0.035], [-1.960, 1.083, 1.158], [-0.530, -0.926, -1.568], [-1.516, -0.769, -1.789], [-1.606, 1.393, -0.886], [0.302, -0.816, 1.723], [0.518, -2.181, 0.602], [-1.113, -1.697, 1.106], [-1.649, 0.650, 2.100], [-2.893, 1.632, 1.152], [2.379, 0.155, -0.836], [1.005, 0.521, -0.416], [0.490, 1.593, -0.040], [2.819, -0.534, -0.110], [3.012, 1.037, -0.930], [2.311, -0.366, -1.794]],
  "nbo_charge": [-0.610, 0.078, -0.182, -0.370, -0.517, 0.328, 0.206, 0.223, 0.225, 0.224, 0.187, 0.200, -0.675, 0.246, -0.285, 0.234, 0.237, 0.250]
}

***

{
  "formula": "Br2FH2PSi",
  "method": "the ωB97M-V functional and the def2-TZVPD basis",
  "molar_mass_da": 239.9,
  "relative_energy_kcal_mol": 81.4,
  "total_energy_ha": -5879.95563,
  "total_charge": 0,
  "elements": ["F", "Si", "P", "Br", "Br", "H", "H"],
  "positions_angstrom": [[-0.864, 2.961, -1.413], [-0.257, 1.715, -0.651], [0.835, -2.432, 1.593], [1.679, 1.404, -1.888], [-1.654, -0.075, -0.745], [0.680, -1.094, 1.626], [-0.420, -2.479, 1.478]],
  "nbo_charge": [-0.665, 1.316, 0.169, -0.336, -0.315, -0.078, -0.091]
}